17
Properties=species:S:1:pos:R:3:forces:R:3:lowdin_charge:R:1 method="wB97M-V/def2-TZVPD" gap_ev=9.523 smiles=C1CO[C@H]2C[C@@H]2C1 homo_energy_ev=-8.367 total_energy_ev=-8427.3932 charge=0
C -1.6036 0.3589 -0.2853 3.3 -1.0 -0.9 -0.13
C -1.2351 -1.1300 0.0606 1.1 -0.2 0.7 -0.18
C 1.0074 -0.6702 0.3923 -1.9 -0.7 0.5 -0.35
C 2.1979 -0.1354 -0.1498 3.0 0.0 -1.8 -0.08
C 0.9607 0.7032 -0.2451 -2.4 -1.2 -1.4 -0.21
C -0.3705 1.3553 0.1561 -0.5 0.7 1.0 -0.14
H -2.2631 0.4269 0.5199 -2.2 1.2 0.3 0.06
H -1.9550 0.4046 -1.3635 0.3 0.5 1.6 0.13
H -1.8577 -1.8582 -0.4577 -0.2 0.2 0.1 0.11
H -1.4155 -1.2341 1.1956 0.5 -0.2 -1.5 0.13
H 1.0195 -0.5841 1.5217 -0.7 -0.6 -1.2 0.18
H 2.5560 -0.5251 -1.1635 -0.5 0.8 1.5 0.15
H 2.9927 0.1275 0.4982 0.8 -0.1 0.7 0.09
H 0.7540 0.4934 -1.3080 -0.3 0.2 0.3 0.13
H -0.3330 2.3142 -0.3877 -1.0 -0.2 0.5 0.09
H -0.5838 1.5298 1.2818 0.9 -0.1 -1.7 0.13
O 0.1291 -1.5768 -0.2655 -0.2 0.5 1.5 -0.10